DFT (the ωB97M-V functional and the def2-TZVPD basis) results for AsF6H28O14 as an isolated structure.

Properties
charge	-1
total energy	-3905.40149	hartree
energy relative to the best compared isomer or geometry (same formula, charge and spin)	0.208	eV
HOMO-LUMO gap	9.674	eV
highest occupied orbital energy	-7.569	eV

Element x y z (Å)
As -2.6845 -19.0552 20.1478
F -1.1129 -19.6339 20.5361
F -2.8371 -18.6392 21.8255
F -4.2701 -18.3435 19.8946
F -2.5350 -19.4353 18.4767
F -3.4166 -20.5693 20.3885
F -2.0636 -17.4942 19.7605
O -3.2326 -19.2248 15.7638
H -2.7113 -18.9233 16.5192
H -3.3637 -18.4285 15.2400
O -6.5491 -18.6704 21.9550
H -6.9745 -17.9998 22.5009
H -5.7905 -18.2264 21.5435
O -4.9720 -20.4066 23.4854
H -5.6172 -19.7969 23.0783
H -4.3506 -19.8340 23.9479
O -2.4295 -16.7706 23.9998
H -2.8242 -15.9744 23.6322
H -2.7346 -17.4828 23.4187
O 1.8862 -20.6262 22.7296
H 2.0721 -20.2967 23.6133
H 1.9045 -19.8412 22.1457
O -4.7241 -21.7886 17.8365
H -4.0625 -21.1621 17.5205
H -5.3536 -21.2500 18.3294
O -2.8344 -16.1980 17.0367
H -2.2921 -16.0267 17.8129
H -3.6362 -16.6180 17.3821
O 1.9902 -18.2904 21.0424
H 1.4538 -17.6748 21.5544
H 1.4392 -18.4957 20.2754
O -4.9231 -22.8282 21.9371
H -4.3279 -22.8346 21.1799
H -4.7480 -21.9764 22.3732
O -6.5060 -19.3536 18.6973
H -7.1765 -19.5124 19.3711
H -5.7636 -18.9580 19.1862
O 0.0073 -22.1055 19.2478
H 0.3392 -22.9647 19.5212
H -0.4006 -21.7503 20.0480
O -0.3835 -22.5351 22.5800
H 0.2558 -23.2297 22.7567
H 0.1213 -21.7137 22.7243
O -1.3503 -19.8590 23.9734
H -0.7296 -19.1825 24.2629
H -1.5259 -19.6613 23.0433
O -5.6643 -17.2083 16.8998
H -5.9164 -17.9120 17.5217
H -6.3708 -16.5603 16.9673